C33H28Br2F2N6O2STi | the ωB97M-V functional and the def2-TZVPD basis

The HOMO energy comes out at -7.852 eV. Its energy above the lowest of the compared OMol25 structures with the same formula, charge and spin is 0.882 eV. The calculation puts the maximum force at 0.6 eV/A. The calculation puts the HOMO-LUMO gap at 7.65 eV. Its calculated total energy is -8348.901475 a.u.

Structure (XYZ):
```
75
Properties=species:S:1:pos:R:3:forces:R:3
Ti 0.0048 -0.7539 0.1588 0.28 -0.16 0.45
N -1.5021 -4.8923 0.0000 -0.03 -0.02 -0.09
C -0.8148 -3.7610 -0.3210 -0.03 0.16 0.18
S -1.7221 -2.3431 -0.7532 -0.11 -0.03 -0.07
N 0.4789 -3.7918 -0.2421 0.17 -0.14 0.01
N 1.0124 -2.5463 -0.5661 -0.21 0.19 -0.14
C 2.0559 -2.5806 -1.3044 0.09 -0.01 -0.03
C 2.6255 -1.4365 -1.9834 -0.10 -0.02 0.04
C 3.8372 -1.5818 -2.6693 0.02 -0.06 0.01
C 4.3266 -0.5843 -3.4817 -0.03 0.08 -0.02
C 3.5735 0.5817 -3.6457 0.06 -0.08 0.01
C 2.3700 0.7415 -2.9943 -0.06 0.11 0.07
C 1.8743 -0.2508 -2.1336 0.14 -0.04 0.06
O 0.7253 -0.0816 -1.5139 -0.27 -0.05 0.05
H -2.4721 -4.9272 -0.2557 -0.01 -0.02 -0.01
H -0.9875 -5.7571 0.0128 0.02 -0.01 0.00
H 2.4758 -3.5628 -1.5163 0.00 0.00 0.00
H 4.3868 -2.5099 -2.5564 -0.01 0.01 0.00
H 5.2676 -0.7074 -3.9996 0.00 0.00 0.00
H 3.9334 1.3678 -4.2976 -0.01 0.01 0.00
H 1.7814 1.6410 -3.1271 0.01 -0.01 -0.01
F 2.4927 -3.8914 3.9650 0.00 -0.02 0.02
C 2.2301 -2.6448 3.5306 0.01 0.04 0.02
C 1.6244 -2.4809 2.2996 -0.02 -0.10 -0.05
C 1.3453 -1.2064 1.8284 -0.10 0.08 -0.16
C 1.7094 -0.0974 2.6211 -0.07 0.06 0.02
C 2.3069 -0.3259 3.8546 0.01 -0.03 -0.06
F 2.6673 0.7093 4.6474 0.01 0.01 0.03
C 2.5785 -1.5879 4.3405 0.02 0.01 0.05
C 1.4847 1.2383 2.0414 0.05 -0.09 -0.06
C 1.7868 2.4627 2.6333 0.00 0.06 0.02
C 1.6684 3.6246 1.8903 0.02 -0.01 0.05
C 1.2817 3.5520 0.5638 0.00 0.00 -0.03
C 0.9564 2.3094 0.0570 -0.03 -0.09 0.02
N 1.0101 1.1922 0.7825 0.05 0.16 0.04
H 1.3669 -3.3725 1.7426 -0.01 0.02 0.00
H 3.0527 -1.7302 5.3003 0.00 0.01 0.00
H 2.1285 2.5039 3.6521 0.01 0.00 0.02
H 1.9051 4.5792 2.3433 0.00 -0.01 0.00
H 1.2204 4.4294 -0.0644 0.00 0.00 0.00
H 0.6324 2.1809 -0.9650 -0.02 -0.01 -0.01
Br 0.4864 1.7387 -6.4232 -0.01 -0.01 0.02
C -0.5376 1.0652 -4.9848 0.03 0.03 -0.04
C -0.8337 -0.2805 -4.9107 -0.01 -0.04 0.03
C -1.5686 -0.7131 -3.8129 -0.02 0.08 -0.02
N -1.9802 0.0899 -2.8411 0.00 -0.06 -0.08
C -1.6643 1.3774 -2.9237 -0.03 -0.06 0.11
C -0.9573 1.9244 -3.9867 0.02 0.06 -0.01
C -2.0350 2.2140 -1.7474 0.02 -0.06 0.02
C -2.4780 3.5227 -1.9010 0.00 -0.02 -0.07
C -2.7577 4.2485 -0.7596 -0.04 0.10 -0.02
Br -3.3626 6.0321 -0.9075 0.01 -0.02 0.00
C -2.5942 3.6750 0.4849 0.00 -0.05 0.07
C -2.1408 2.3645 0.5264 -0.01 0.01 -0.06
N -1.8678 1.6423 -0.5536 0.06 -0.01 -0.06
H -0.5000 -0.9743 -5.6687 -0.01 0.00 0.00
H -1.8217 -1.7609 -3.7014 0.00 -0.01 0.00
H -0.7030 2.9752 -4.0131 0.00 0.00 0.00
H -2.6167 3.9528 -2.8828 0.00 -0.01 -0.01
H -2.8013 4.2236 1.3924 0.01 -0.01 0.00
H -1.9603 1.8717 1.4724 0.02 -0.01 0.03
C -3.5523 -0.5809 1.8712 0.08 0.05 -0.05
C -2.1590 -0.8171 2.4506 -0.07 -0.09 0.21
C -1.9345 0.0331 3.7001 0.05 0.02 -0.05
C -1.9893 -2.2911 2.8138 0.05 0.01 -0.07
O -1.1844 -0.4336 1.4900 0.03 0.08 -0.43
H -4.3155 -0.9411 2.5634 0.02 0.00 0.02
H -3.6500 -1.1167 0.9281 -0.03 0.00 -0.01
H -3.7279 0.4804 1.6899 -0.02 -0.02 -0.01
H -2.6989 -0.1805 4.4489 0.00 -0.01 0.01
H -1.9784 1.0971 3.4616 -0.01 0.02 0.01
H -0.9538 -0.1835 4.1286 0.00 0.02 0.00
H -2.6671 -2.5599 3.6261 -0.02 0.02 0.00
H -0.9658 -2.4789 3.1405 -0.01 -0.02 0.01
H -2.2077 -2.9241 1.9545 0.02 -0.01 0.03
```
Positions in Å, forces in eV/Å.

Results of the Löwdin charge analysis, in e, for atoms 1 through 2: 0.961, 0.077

---

C33H29Br2IrN2O4P2 | the ωB97M-V functional and the def2-TZVPD basis

The HOMO energy (spin up / spin down) comes out at -15.400 / -16.840 eV. Its energy above the lowest of the compared OMol25 structures with the same formula, charge and spin is 4.193 eV. The calculation puts the maximum force at 3.9 eV/A. The calculation puts the HOMO-LUMO gap (spin up / spin down) at 3.75 / 5.20 eV. Its calculated total energy is -7619.265871 a.u. Its spin multiplicity is 2. The net charge is +3.

Structure (XYZ):
```
73
Properties=species:S:1:pos:R:3:forces:R:3
Ir -1.0744 -1.4323 -1.5071 1.85 0.68 0.99
C 1.6802 1.5307 0.3200 0.22 0.09 0.10
N 0.8489 0.6233 -0.4952 1.46 -1.34 0.18
P 1.3972 -0.9516 -0.9498 -2.37 2.34 -1.95
C 3.1917 -0.8736 -1.0384 0.15 -1.06 0.77
C 3.9574 -1.6346 -0.1592 0.08 -0.07 0.23
C 5.3411 -1.6083 -0.2657 0.00 -0.01 0.03
C 5.9455 -0.8374 -1.2477 -0.04 -0.03 0.03
C 5.1748 -0.0807 -2.1286 -0.09 -0.01 0.09
C 3.7951 -0.1062 -2.0414 -0.31 0.16 -0.32
C 0.8798 -1.1301 -2.7050 -0.63 0.02 0.54
C 0.4692 -0.0806 -3.5600 -0.19 0.01 -0.55
C 0.3830 -0.2834 -4.9309 -0.09 0.23 0.17
C 0.7008 -1.5194 -5.4684 0.00 0.09 -0.01
C 1.1168 -2.5715 -4.6441 0.11 -0.30 0.30
C 1.2005 -2.3875 -3.2867 0.05 -0.42 -0.42
P -0.7897 0.8346 -0.7766 -0.98 -0.11 1.89
C -0.8347 2.4831 -1.4907 -0.54 -0.36 -0.49
C 0.2790 3.0379 -2.1238 0.01 0.19 -0.09
C 0.2094 4.3288 -2.6219 0.12 -0.02 -0.04
C -0.9631 5.0654 -2.5053 -0.07 -0.02 0.02
C -2.0889 4.5010 -1.9166 0.02 0.00 -0.01
C -2.0308 3.2105 -1.4212 -0.06 -0.13 0.05
C -1.6619 1.0871 0.8666 0.12 -0.95 -1.27
C -1.4735 2.1775 1.6411 -0.16 0.49 0.70
C -2.1642 2.3190 2.8836 0.67 0.84 -0.18
C -2.9933 1.3205 3.4006 -0.17 -0.57 -0.34
C -3.2241 0.2002 2.6604 -0.17 0.28 0.47
C -2.6937 0.0795 1.2794 -0.59 0.73 -0.27
H 2.6734 1.6165 -0.1147 0.01 0.04 -0.04
H 1.7883 1.1675 1.3442 -0.11 -0.01 -0.07
H 1.2328 2.5222 0.3447 -0.02 -0.07 -0.05
H 3.4827 -2.2453 0.5997 0.05 0.00 0.00
H 5.9441 -2.1944 0.4145 -0.02 0.00 -0.01
H 7.0236 -0.8317 -1.3384 0.00 0.02 0.01
H 5.6520 0.5217 -2.8904 -0.03 -0.01 0.00
H 3.1956 0.4637 -2.7435 0.06 -0.02 0.01
H 0.2667 0.9017 -3.1669 0.00 0.05 -0.01
H 0.0852 0.5318 -5.5769 -0.05 -0.02 0.02
H 0.6295 -1.6718 -6.5379 0.05 -0.01 -0.01
H 1.3778 -3.5293 -5.0754 -0.01 0.02 -0.01
H 1.5311 -3.2027 -2.6485 0.05 0.02 -0.03
H 1.2059 2.4859 -2.2137 0.04 0.04 0.05
H 1.0747 4.7616 -3.1062 0.00 0.03 0.05
H -1.0025 6.0804 -2.8776 0.01 -0.01 -0.03
H -3.0094 5.0647 -1.8431 0.02 0.00 -0.01
H -2.9172 2.7736 -0.9720 0.09 0.06 0.03
H -0.7852 2.9545 1.3317 -0.10 0.13 0.08
H -2.0161 3.2263 3.4629 0.08 -0.13 -0.14
H -3.4338 1.4358 4.3830 -0.02 0.01 -0.06
H -3.8746 -0.5934 3.0140 0.06 0.07 -0.08
H -3.5609 0.1888 0.6003 0.02 -0.08 0.10
Br -3.7447 -1.8828 -2.0266 0.53 0.54 -0.12
C -3.4165 -3.7864 -2.0689 -0.03 -0.08 0.00
Br -1.4995 -4.0245 -2.1518 0.23 0.27 0.16
H -3.8721 -4.2081 -2.9560 0.03 0.03 -0.09
H -3.7933 -4.2339 -1.1593 0.01 0.02 0.10
O -0.4713 -2.4683 0.8886 0.79 -0.93 -0.33
C -1.1806 -1.8296 1.5981 -0.93 0.92 0.44
O -2.2434 -1.2233 0.9481 0.72 -1.58 -0.57
C -1.0275 -1.6162 3.0587 0.10 -0.06 0.29
C -1.6544 -2.4651 3.9701 0.01 0.06 -0.13
C -1.5186 -2.2252 5.3294 -0.05 -0.05 0.01
C -0.7887 -1.1268 5.7396 -0.03 0.02 -0.10
C -0.1223 -0.3009 4.8537 0.04 0.04 0.01
C -0.2263 -0.5639 3.5001 0.09 -0.16 -0.11
N -0.7249 -0.8055 7.1887 0.01 0.04 -0.24
O -0.3532 0.3126 7.4670 0.04 -0.02 0.10
O -1.0663 -1.6735 7.9502 -0.03 -0.05 0.15
H -2.2359 -3.3140 3.6309 -0.01 0.05 0.00
H -1.9767 -2.8742 6.0638 0.00 0.05 0.00
H 0.4596 0.5292 5.2305 -0.01 -0.03 0.01
H 0.3147 0.0503 2.7884 -0.10 0.02 0.04
```
Positions in Å, forces in eV/Å.

Results of the Löwdin charge analysis, in e, for atoms 1 through 2: 0.672, -0.081

---

C33H29Cl2N4O4Sc | the ωB97M-V functional and the def2-TZVPD basis

The HOMO energy comes out at -7.310 eV. Its energy above the lowest of the compared OMol25 structures with the same formula, charge and spin is 0.854 eV. The calculation puts the maximum force at 0.7 eV/A. The calculation puts the HOMO-LUMO gap at 7.26 eV. Its calculated total energy is -3476.140422 a.u.

Structure (XYZ):
```
73
Properties=species:S:1:pos:R:3:forces:R:3
Sc -0.2280 0.0110 0.0505 -0.49 -0.48 -0.10
C -4.0457 4.2843 0.3367 -0.03 0.04 0.03
O -2.9583 3.4113 0.5323 0.08 -0.07 -0.03
C -1.7239 3.8747 0.1896 0.01 0.17 -0.05
C -1.4591 5.1566 -0.2470 -0.07 -0.06 0.03
C -0.1533 5.5465 -0.5703 0.07 -0.03 0.00
C 0.8741 4.6446 -0.4528 -0.11 0.02 0.02
C 0.6236 3.3248 -0.0417 0.25 0.05 -0.02
C 1.7612 2.4281 0.1423 -0.11 -0.11 -0.03
N 1.6350 1.1556 0.1491 0.29 0.22 0.09
N 2.7246 0.3739 0.5585 -0.09 0.26 -0.16
C 2.2476 -0.6128 1.2779 0.30 -0.31 0.11
O 1.0066 -0.7928 1.5519 0.03 0.10 0.05
C 3.2255 -1.6079 1.8091 -0.01 0.06 -0.05
C 4.5986 -1.4253 1.6671 -0.02 0.00 0.01
C 5.4791 -2.3799 2.1471 0.00 0.00 0.00
C 4.9959 -3.5240 2.7697 0.03 0.00 0.00
C 3.6294 -3.7084 2.9125 -0.03 0.01 -0.01
C 2.7455 -2.7516 2.4352 0.03 0.00 0.00
C -0.6824 2.9196 0.2994 0.05 -0.28 0.05
O -0.9616 1.7098 0.7244 -0.30 0.43 0.09
H -4.9375 3.7179 0.5942 -0.01 0.03 -0.01
H -4.1101 4.6129 -0.7049 -0.02 0.00 -0.01
H -3.9766 5.1618 0.9870 -0.01 0.01 -0.02
H -2.2599 5.8766 -0.3351 -0.01 0.02 -0.01
H 0.0371 6.5578 -0.9015 -0.01 0.02 0.00
H 1.8920 4.9377 -0.6773 0.04 0.02 -0.01
H 2.7455 2.8528 0.3555 -0.06 0.02 -0.02
H 4.9591 -0.5293 1.1824 0.01 0.02 -0.01
H 6.5454 -2.2311 2.0377 0.03 -0.01 0.01
H 5.6859 -4.2683 3.1444 0.02 -0.03 0.01
H 3.2488 -4.5992 3.3942 0.00 -0.02 0.02
H 1.6766 -2.8763 2.5349 -0.02 -0.01 0.00
Cl 1.2492 -4.2496 -2.3733 -0.03 0.03 0.03
C -0.2505 -4.0081 -1.5180 -0.03 -0.19 -0.12
C -1.1873 -5.0541 -1.5022 0.07 0.02 -0.03
C -2.3876 -4.9083 -0.8748 -0.08 0.07 0.08
Cl -3.5302 -6.2227 -0.8743 0.02 0.02 -0.01
C -2.7116 -3.6898 -0.2237 -0.02 -0.17 -0.06
C -3.9344 -3.4294 0.4334 -0.01 -0.04 -0.01
C -4.1524 -2.2169 1.0209 0.12 0.14 0.01
C -3.1355 -1.2450 0.9694 -0.07 -0.11 0.05
N -1.9862 -1.4667 0.3785 0.13 0.06 -0.18
C -1.7531 -2.6615 -0.2383 0.00 0.11 0.14
C -0.4726 -2.7884 -0.9006 -0.09 0.08 0.07
O 0.3528 -1.8040 -0.9010 -0.07 -0.14 -0.07
H -0.9474 -5.9816 -2.0023 0.01 -0.02 -0.01
H -4.6918 -4.2004 0.4578 -0.01 -0.02 0.00
H -5.0814 -1.9923 1.5245 -0.01 -0.01 0.00
H -3.2633 -0.2673 1.4212 -0.02 -0.01 0.01
C 3.2238 -0.9876 -4.1348 -0.10 0.11 0.02
N 2.1087 -0.0046 -4.1930 -0.04 -0.05 -0.09
C 2.5919 1.3962 -4.0911 -0.03 -0.05 -0.04
C 1.1009 -0.2969 -3.1087 0.23 -0.07 -0.11
C -0.2169 0.4059 -3.2986 0.01 -0.01 0.22
C -0.6931 0.7830 -4.5494 -0.04 -0.05 -0.08
C -1.9349 1.3947 -4.6585 -0.05 0.03 0.02
C -2.6801 1.6289 -3.5112 0.07 -0.03 -0.03
C -2.1772 1.2536 -2.2681 -0.04 0.04 -0.15
C -0.9369 0.6228 -2.1149 0.21 0.17 0.30
H 3.9553 -0.7442 -4.9024 0.01 -0.05 0.02
H 2.8073 -1.9810 -4.2833 0.08 -0.01 0.00
H 3.6684 -0.9217 -3.1434 0.02 -0.03 -0.02
H 1.6314 -0.1081 -5.0899 0.02 -0.01 0.08
H 3.1369 1.4808 -3.1536 0.01 0.07 0.01
H 1.7233 2.0510 -4.0850 0.08 0.03 0.01
H 3.2435 1.6091 -4.9358 0.00 0.06 0.03
H 1.5948 0.0266 -2.1903 -0.08 -0.06 -0.01
H 1.0082 -1.3812 -3.0506 -0.06 0.05 -0.07
H -0.1348 0.6167 -5.4723 -0.01 -0.02 0.03
H -2.3093 1.6858 -5.6315 -0.01 0.02 0.00
H -3.6454 2.1160 -3.5862 -0.01 0.01 -0.02
H -2.7710 1.4936 -1.3879 0.03 -0.05 0.00
```
Positions in Å, forces in eV/Å.

Results of the Löwdin charge analysis, in e, for atoms 1 through 2: 1.038, -0.088